1.
{
  "formula": "C54H44BrClN2O7P",
  "method": "ωB97M-V/def2-TZVPD",
  "spin_multiplicity": 1,
  "homo_ev": -11.0,
  "total_charge": 1,
  "de_lowest_kj_mol": 840.02,
  "gap_ha": 0.2295,
  "species": ["C", "C", "Br", "C", "C", "N", "N", "C", "P", "C", "C", "C", "C", "C", "C", "Cl", "C", "O", "H", "H", "H", "H", "H", "H", "H", "H", "H", "H", "H", "H", "H", "H", "H", "H", "H", "H", "H", "H", "C", "C", "C", "C", "C", "C", "C", "O", "C", "C", "C", "C", "C", "C", "C", "O", "H", "H", "H", "H", "H", "H", "H", "H", "C", "C", "C", "C", "C", "C", "C", "O", "C", "C", "C", "C", "C", "C", "C", "O", "H", "H", "H", "H", "H", "H", "H", "H", "C", "C", "C", "C", "C", "C", "C", "O", "C", "C", "C", "C", "C", "C", "C", "O", "H", "H", "H", "H", "H", "H", "H", "H"],
  "coordinates": [[-4.2588, -2.6470, 2.4723], [-5.5208, -2.5247, 1.4329], [-6.7290, -4.1137, 1.8545], [-5.1148, -2.4877, -0.1550], [-3.5608, -1.9222, -0.4260], [-2.6895, -2.9093, -1.0511], [-1.4665, -2.3687, -1.2295], [-0.9226, -1.0604, -0.8746], [0.9339, -0.6845, -1.2560], [2.0424, -2.1604, -0.6540], [0.9759, -0.6076, -3.2018], [-1.7794, 0.1040, -0.1798], [-1.2451, 1.5862, 0.2518], [-0.0906, 1.5463, 1.4152], [-0.6141, 0.9173, 2.8621], [-1.6367, 2.1597, 3.7926], [-3.3015, -0.4220, 0.0353], [-4.3854, 0.3941, 0.6142], [-3.6138, -3.6223, 2.3578], [-3.5382, -1.7233, 2.4925], [-4.7354, -2.7079, 3.5651], [-6.2031, -1.5756, 1.6527], [-5.2602, -3.5888, -0.5790], [-5.8042, -1.7508, -0.7929], [-0.7872, -3.0305, -1.7183], [2.1722, -2.9965, -1.4941], [1.4670, -2.6704, 0.2480], [3.0883, -1.7988, -0.2299], [0.5761, 0.4209, -3.6202], [2.0935, -0.7957, -3.4962], [0.2383, -1.4647, -3.5777], [-0.7940, 2.1183, -0.7109], [-2.1187, 2.2682, 0.6454], [0.2743, 2.6497, 1.6701], [0.8724, 0.9419, 1.1337], [-1.1376, -0.1190, 2.7145], [0.3774, 0.7099, 3.4934], [-3.9277, 1.0105, 1.2583], [-1.5952, -5.0315, -5.0076], [-2.1358, -4.5650, -3.8097], [-3.4549, -4.1105, -3.7689], [-4.2329, -4.1112, -4.9331], [-3.6846, -4.5546, -6.1359], [-2.3661, -5.0268, -6.1711], [-4.4798, -4.5133, -7.3801], [-4.0001, -4.9059, -8.4365], [-5.8575, -3.9842, -7.3344], [-6.6026, -3.8854, -8.5168], [-7.9110, -3.3986, -8.4805], [-8.4810, -3.0189, -7.2656], [-7.7391, -3.1110, -6.0870], [-6.4213, -3.5855, -6.1233], [-5.6328, -3.6455, -4.8767], [-6.1314, -3.3076, -3.8093], [-0.5701, -5.3942, -5.0375], [-1.5309, -4.5568, -2.9056], [-3.8719, -3.7527, -2.8290], [-1.9356, -5.3873, -7.1037], [-6.1661, -4.1827, -9.4690], [-8.4859, -3.3178, -9.4005], [-9.5027, -2.6465, -7.2360], [-8.1891, -2.8081, -5.1430], [8.2788, -6.0437, -0.7969], [9.6662, -5.9036, -0.8217], [10.2400, -4.6313, -0.8048], [9.4234, -3.4943, -0.7753], [8.0361, -3.6340, -0.7754], [7.4623, -4.9121, -0.7744], [7.1648, -2.4413, -0.7944], [5.9460, -2.5632, -0.7909], [7.7830, -1.1009, -0.8267], [6.9693, 0.0370, -0.9034], [7.5454, 1.3091, -0.9209], [8.9313, 1.4485, -0.8525], [9.7446, 0.3165, -0.7817], [9.1692, -0.9611, -0.7786], [10.0394, -2.1530, -0.7396], [11.2577, -2.0314, -0.6842], [7.8317, -7.0353, -0.8007], [10.3024, -6.7854, -0.8520], [11.3239, -4.5298, -0.8191], [6.3801, -5.0291, -0.7607], [5.8862, -0.0631, -0.9539], [6.9120, 2.1911, -0.9858], [9.3800, 2.4395, -0.8588], [10.8260, 0.4331, -0.7335], [-1.1335, 4.0398, 6.5247], [0.2538, 4.1798, 6.4999], [0.8276, 5.4521, 6.5167], [0.0110, 6.5891, 6.5462], [-1.3763, 6.4494, 6.5462], [-1.9501, 5.1713, 6.5471], [-2.2476, 7.6421, 6.5271], [-3.4664, 7.5202, 6.5307], [-1.6294, 8.9825, 6.4949], [-2.4431, 10.1204, 6.4181], [-1.8670, 11.3925, 6.4006], [-0.4811, 11.5320, 6.4690], [0.3322, 10.4000, 6.5399], [-0.2432, 9.1224, 6.5429], [0.6270, 7.9305, 6.5819], [1.8453, 8.0521, 6.6374], [-1.5807, 3.0481, 6.5209], [0.8900, 3.2980, 6.4696], [1.9116, 5.5537, 6.5024], [-3.0323, 5.0544, 6.5608], [-3.5262, 10.0204, 6.3676], [-2.5004, 12.2745, 6.3358], [-0.0323, 12.5229, 6.4627], [1.4136, 10.5165, 6.5880]],
  "lowdin_charge": [-0.18, -0.68, 0.60, -0.16, -0.06, 0.12, -0.02, -0.23, 0.89, -0.31, -0.30, -0.03, -0.16, -0.26, -0.54, 0.51, -0.04, 0.02, 0.10, 0.06, 0.10, 0.11, 0.12, 0.15, 0.15, 0.07, 0.06, 0.06, 0.06, 0.06, 0.05, 0.14, 0.12, 0.13, 0.08, 0.08, 0.10, 0.12, -0.05, -0.08, -0.01, -0.08, -0.08, 0.02, -0.27, 0.11, -0.09, 0.01, -0.05, -0.05, 0.01, -0.09, -0.28, 0.09, 0.11, 0.08, 0.08, 0.13, 0.12, 0.11, 0.11, 0.12, -0.06, -0.05, 0.01, -0.08, -0.09, 0.00, -0.28, 0.07, -0.09, 0.00, -0.06, -0.05, 0.01, -0.08, -0.27, 0.11, 0.11, 0.11, 0.13, 0.12, 0.11, 0.11, 0.11, 0.13, -0.11, -0.07, 0.01, -0.08, -0.08, 0.01, -0.28, 0.10, -0.09, 0.01, -0.05, -0.05, 0.01, -0.09, -0.28, 0.10, 0.08, 0.11, 0.12, 0.12, 0.12, 0.11, 0.11, 0.12]
}

=====

2.
{
  "formula": "C54H44N5RuS3Sb",
  "method": "ωB97M-V/def2-TZVPD",
  "spin_multiplicity": 2,
  "homo_ev": [-9.6, -9.6],
  "total_charge": 1,
  "de_lowest_kj_mol": 0.00,
  "gap_ha": [0.2320, 0.2212],
  "species": ["Ru", "C", "C", "N", "C", "C", "C", "C", "C", "C", "C", "C", "C", "N", "C", "H", "H", "H", "H", "H", "H", "H", "H", "S", "C", "S", "C", "N", "N", "C", "C", "C", "C", "C", "C", "S", "H", "H", "H", "H", "H", "N", "C", "C", "C", "C", "C", "C", "C", "C", "C", "C", "C", "C", "C", "H", "H", "H", "H", "H", "H", "H", "H", "H", "H", "C", "C", "C", "C", "C", "C", "C", "Sb", "C", "C", "C", "C", "C", "C", "C", "C", "C", "C", "C", "C", "C", "C", "H", "H", "H", "H", "H", "H", "H", "H", "H", "H", "H", "H", "H", "H", "H", "H", "H", "H", "H", "H", "H"],
  "coordinates": [[0.4546, -1.0563, 0.9522], [0.3015, -0.7498, 5.3931], [0.5756, -0.4684, 4.0544], [0.0846, -1.1905, 3.0629], [-0.6991, -2.2514, 3.3660], [-1.0399, -2.6026, 4.6768], [-0.5124, -1.8119, 5.7072], [-1.8894, -3.7393, 4.8877], [-2.3459, -4.4703, 3.8478], [-1.9901, -4.1429, 2.4971], [-2.3968, -4.8808, 1.3766], [-1.9589, -4.5077, 0.1282], [-1.1272, -3.3967, -0.0109], [-0.7606, -2.6669, 1.0325], [-1.1704, -3.0324, 2.2723], [0.7363, -0.1268, 6.1614], [1.2121, 0.3647, 3.7817], [-0.7424, -2.0499, 6.7382], [-2.1519, -4.0038, 5.9039], [-2.9819, -5.3298, 4.0159], [-3.0359, -5.7450, 1.5058], [-2.2368, -5.0638, -0.7556], [-0.7446, -3.0788, -0.9713], [6.7636, 0.8686, 1.5428], [5.5487, -0.1345, 1.0556], [4.6079, -1.0223, 2.2376], [3.6117, -1.6772, 0.9744], [3.9685, -1.3108, -0.2021], [5.0519, -0.4577, -0.1763], [5.5080, -0.0350, -1.4707], [4.9287, -0.6409, -2.5847], [5.3040, -0.2635, -3.8603], [6.2676, 0.7178, -4.0490], [6.8515, 1.3061, -2.9401], [6.4845, 0.9385, -1.6508], [2.2071, -2.6524, 1.3366], [4.1947, -1.4133, -2.4501], [4.8399, -0.7520, -4.7085], [6.5667, 1.0099, -5.0469], [7.6106, 2.0671, -3.0652], [6.9463, 1.4151, -0.8054], [0.8693, -0.8805, -0.8899], [1.5087, -0.1040, -1.6433], [1.5448, -0.3953, -3.1039], [1.7434, -1.7171, -3.5018], [1.7542, -2.0481, -4.8465], [1.5629, -1.0631, -5.8061], [1.3554, 0.2512, -5.4151], [1.3449, 0.5858, -4.0693], [2.2061, 1.0393, -0.9882], [2.9491, 1.9836, -1.6910], [3.5928, 3.0180, -1.0261], [3.5178, 3.1282, 0.3530], [2.8051, 2.1816, 1.0789], [2.1675, 1.1541, 0.4091], [1.9124, -2.4750, -2.7453], [1.9217, -3.0742, -5.1470], [1.5770, -1.3197, -6.8572], [1.1995, 1.0206, -6.1603], [1.1569, 1.6075, -3.7720], [3.0635, 1.8926, -2.7622], [4.1764, 3.7294, -1.5947], [4.0369, 3.9253, 0.8673], [2.7804, 2.2268, 2.1601], [1.7494, 0.3862, 1.0914], [-4.4511, 2.4146, -0.0640], [-3.3030, 3.2011, 0.5068], [-3.4375, 4.5734, 0.7071], [-2.4074, 5.3366, 1.2353], [-1.2063, 4.7373, 1.5848], [-1.0530, 3.3737, 1.3926], [-2.0840, 2.6094, 0.8541], [-1.6890, 0.5484, 0.5679], [-2.1504, 0.2539, -1.5031], [-2.6423, -0.9770, -1.9329], [-2.8974, -1.2314, -3.2714], [-2.6598, -0.2394, -4.2084], [-2.1334, 0.9729, -3.7957], [-1.8507, 1.2362, -2.4565], [-1.2185, 2.5613, -2.1151], [-3.2720, -0.3871, 1.6754], [-4.1529, -1.3214, 1.1386], [-5.0535, -2.0098, 1.9391], [-5.0833, -1.7681, 3.3026], [-4.2343, -0.8159, 3.8435], [-3.3326, -0.1090, 3.0502], [-2.5063, 0.9716, 3.6959], [-5.3104, 3.0611, -0.2329], [-4.7600, 1.6147, 0.6117], [-4.1858, 1.9512, -1.0170], [-4.3731, 5.0505, 0.4413], [-2.5459, 6.4007, 1.3749], [-0.3978, 5.3244, 1.9996], [-0.1085, 2.9042, 1.6524], [-2.8080, -1.7744, -1.2232], [-3.2792, -2.1971, -3.5768], [-2.8625, -0.4138, -5.2568], [-1.9107, 1.7354, -4.5331], [-0.6917, 2.9572, -2.9821], [-0.4922, 2.4823, -1.3030], [-1.9582, 3.3068, -1.8165], [-4.1741, -1.5073, 0.0756], [-5.7333, -2.7237, 1.4920], [-5.7767, -2.3015, 3.9398], [-4.2763, -0.6015, 4.9054], [-2.4678, 0.8358, 4.7764], [-2.9296, 1.9577, 3.4939], [-1.4780, 0.9905, 3.3304]],
  "lowdin_spin": [0.37, 0.00, 0.00, 0.01, 0.00, 0.00, 0.00, 0.00, 0.00, 0.00, 0.00, 0.00, 0.00, 0.00, 0.00, 0.00, 0.00, 0.00, 0.00, 0.00, 0.00, 0.00, 0.00, 0.00, 0.00, 0.00, 0.00, 0.00, 0.00, 0.00, 0.00, 0.00, 0.00, 0.00, 0.00, 0.00, 0.00, 0.00, 0.00, 0.00, 0.00, 0.51, 0.05, 0.02, 0.00, 0.00, 0.00, 0.00, 0.00, 0.03, 0.00, 0.00, -0.01, 0.00, 0.00, 0.00, 0.00, 0.00, 0.00, 0.00, 0.00, 0.00, 0.00, 0.00, 0.01, 0.00, 0.00, 0.00, 0.00, 0.00, 0.00, 0.00, 0.00, 0.00, 0.00, 0.00, 0.00, 0.00, 0.00, 0.00, 0.00, 0.00, 0.00, 0.00, 0.00, 0.00, 0.00, 0.00, 0.00, 0.00, 0.00, 0.00, 0.00, 0.00, 0.00, 0.00, 0.00, 0.00, 0.00, 0.00, 0.00, 0.00, 0.00, 0.00, 0.00, 0.00, 0.00, 0.00]
}